Record 1
{"formula": "C9H32O9", "method": "the ωB97M-V functional and the def2-TZVPD basis", "species": ["O", "C", "C", "O", "H", "H", "H", "H", "H", "H", "O", "C", "C", "O", "H", "H", "H", "H", "H", "H", "C", "O", "H", "H", "H", "H", "C", "O", "H", "H", "H", "H", "C", "O", "H", "H", "H", "H", "C", "O", "H", "H", "H", "H", "C", "O", "H", "H", "H", "H"], "coordinates": [[2.877, 1.984, 0.138], [3.022, 1.722, 1.550], [3.291, 0.249, 1.733], [4.655, -0.045, 1.373], [3.612, 1.578, -0.336], [3.795, 2.408, 1.893], [2.076, 2.021, 2.009], [2.606, -0.314, 1.098], [3.133, -0.179, 2.732], [5.187, 0.141, 2.150], [0.152, 2.493, -0.142], [-0.171, 3.223, -1.312], [-0.259, 2.354, -2.560], [-1.373, 1.506, -2.684], [1.099, 2.242, -0.098], [-1.136, 3.710, -1.149], [0.488, 4.082, -1.462], [0.627, 1.712, -2.655], [-0.143, 3.036, -3.406], [-1.478, 0.995, -1.867], [1.351, -5.528, -0.284], [2.726, -5.260, -0.540], [1.090, -6.087, 0.621], [0.743, -4.625, -0.183], [1.101, -6.244, -1.078], [2.735, -4.919, -1.435], [-0.574, -1.105, 0.582], [-1.138, -0.048, -0.151], [-0.141, -1.890, -0.050], [0.117, -0.807, 1.372], [-1.341, -1.693, 1.103], [-0.607, 0.761, -0.045], [1.894, -1.040, -2.170], [1.621, -2.395, -2.346], [0.998, -0.414, -2.105], [2.417, -0.837, -1.227], [2.540, -0.574, -2.922], [1.870, -2.747, -3.199], [-3.196, 3.181, 2.411], [-2.507, 3.539, 1.234], [-4.257, 3.433, 2.377], [-3.151, 2.101, 2.588], [-2.825, 3.693, 3.307], [-1.692, 3.021, 1.225], [-5.004, -1.269, 0.522], [-5.833, -2.094, 1.343], [-5.434, -0.285, 0.324], [-4.064, -1.086, 1.047], [-4.763, -1.799, -0.405], [-6.737, -1.903, 1.077]], "atomic_forces_ev_per_a": [[-0.25, 0.04, 0.12], [-0.45, 0.24, -0.67], [0.83, -0.48, 0.68], [-0.58, -0.04, -0.38], [0.04, -0.01, 0.11], [0.21, -0.37, 0.49], [0.01, -0.05, -0.04], [0.26, 0.03, -0.30], [-0.23, 0.63, 0.12], [0.12, -0.01, -0.04], [-0.04, -0.44, 0.70], [-0.48, 0.15, -0.37], [1.13, -0.12, -0.05], [-0.44, 0.57, 0.04], [-0.22, 0.39, -0.50], [-0.19, -0.35, 0.18], [0.51, -0.30, -0.07], [0.35, 0.20, 0.36], [-0.75, -0.15, -0.23], [0.07, -0.10, -0.15], [-0.29, -0.85, -0.48], [0.00, 0.11, 1.00], [1.15, 0.05, 0.28], [0.00, 0.00, -0.72], [-1.04, 0.57, -0.03], [0.16, 0.19, -0.01], [-0.39, -1.36, 0.36], [0.03, 0.32, 0.02], [0.49, 0.49, -0.24], [0.23, 0.26, -0.22], [-0.33, 0.51, 0.03], [-0.04, -0.04, 0.10], [0.47, 1.56, 0.23], [-0.24, -0.74, 0.47], [-0.27, -0.39, -0.24], [0.01, -0.55, 0.05], [-0.10, -0.38, -0.26], [0.10, 0.43, -0.26], [-0.29, -0.31, 0.72], [-0.03, -0.02, 0.06], [0.08, 0.14, -0.56], [0.05, 0.02, 0.02], [0.27, -0.02, -0.12], [0.03, 0.17, -0.23], [0.45, -0.24, 0.15], [-0.10, 0.48, -0.15], [-0.14, -0.14, -0.11], [-0.09, -0.13, 0.04], [-0.07, 0.27, -0.08], [0.00, -0.22, 0.14]], "gap_ev": 10.3, "e_above_lowest_ev": 1.149, "fmax_ev_per_a": 1.642, "smiles": "OCCO.OCCO.CO.CO.CO.CO.CO", "lumo_ev": 0.409}

Record 2
{"formula": "C11H18SSi", "method": "the ωB97M-V functional and the def2-TZVPD basis", "species": ["C", "C", "C", "C", "C", "C", "C", "C", "C", "C", "C", "Si", "S", "H", "H", "H", "H", "H", "H", "H", "H", "H", "H", "H", "H", "H", "H", "H", "H", "H", "H"], "coordinates": [[-2.395, 3.719, -0.358], [-2.095, 2.354, -0.311], [-1.372, 4.528, -0.816], [-0.881, 1.839, -0.754], [-0.145, 4.037, -1.330], [0.080, 2.634, -1.286], [1.571, -2.891, 1.169], [1.914, -1.498, -0.826], [1.931, -0.458, 1.424], [-1.405, -2.255, -1.001], [1.289, -1.513, 0.555], [-0.660, -1.451, 0.507], [-1.775, -1.528, 2.393], [-3.295, 4.199, 0.024], [-2.682, 1.701, 0.213], [-1.518, 5.688, -0.965], [-0.741, 0.757, -0.667], [0.726, 4.614, -1.473], [1.054, -2.938, 2.114], [1.304, -3.685, 0.568], [2.621, -2.947, 1.402], [3.026, -1.332, -0.928], [1.616, -0.690, -1.578], [1.727, -2.435, -1.252], [2.962, -0.545, 1.484], [1.710, 0.413, 0.912], [1.546, -0.403, 2.509], [-2.366, -2.057, -1.285], [-0.975, -1.693, -1.852], [-1.178, -3.253, -1.178], [-1.594, -2.911, 2.584]], "atomic_forces_ev_per_a": [[0.95, -0.33, -0.02], [0.97, 1.89, -0.33], [0.83, 2.87, -1.87], [-0.08, -1.42, -0.34], [-0.25, -2.40, 1.29], [-1.24, 2.70, 0.19], [0.52, 1.92, 1.34], [0.91, 2.36, -1.60], [-2.60, -0.54, 2.14], [2.35, 1.61, -0.36], [-0.18, -1.17, 0.45], [-0.10, 1.26, 0.25], [0.92, -1.73, -0.62], [0.09, -0.53, -0.10], [-1.86, -1.64, 0.95], [0.20, -2.39, 0.72], [0.01, 0.32, 0.05], [0.41, 1.22, -0.68], [-0.23, -0.32, 0.51], [-0.66, -1.81, -1.37], [0.68, -0.25, 0.03], [-0.78, -0.45, 1.07], [-0.44, -0.90, 1.16], [-0.31, -1.34, -1.13], [2.15, -0.52, -0.04], [-0.28, 2.40, -0.46], [0.29, -0.10, -1.70], [-3.09, 0.24, 0.36], [0.74, -0.21, 0.29], [0.37, -1.99, -0.18], [-0.29, 1.27, 0.00]], "multiplicity": 3, "gap_ev": [7.2, 8.6], "fmax_ev_per_a": 3.525, "lumo_ev": [0.544, -0.697]}

Record 3
{"formula": "C5H3NO3", "method": "the ωB97M-V functional and the def2-TZVPD basis", "species": ["C", "C", "C", "C", "C", "N", "O", "O", "O", "H", "H", "H"], "coordinates": [[2.321, -0.205, -0.201], [-1.433, -0.409, 0.065], [0.961, -0.349, -0.096], [-0.186, -1.095, 0.010], [-0.166, 1.370, -0.002], [3.497, -0.120, -0.107], [-1.344, 0.908, 0.070], [-0.081, -2.443, -0.130], [0.047, 2.671, -0.305], [-2.397, -0.767, -0.044], [-0.576, -2.736, 0.611], [-0.643, 3.175, 0.129]], "atomic_forces_ev_per_a": [[2.92, -0.33, 1.04], [2.74, -3.15, 0.43], [-3.26, 5.45, 0.11], [-1.13, 1.16, -1.20], [3.88, -2.38, -1.22], [-2.73, -0.09, -0.64], [0.10, 2.47, -0.18], [0.15, 0.37, -0.20], [0.02, -1.87, 0.82], [-1.47, -0.86, 0.05], [-0.77, -1.36, 0.94], [-0.46, 0.60, 0.05]], "gap_ev": [7.5, 7.5], "e_above_lowest_ev": 4.647, "fmax_ev_per_a": 6.349, "lumo_ev": [-0.367, -0.367]}